1.
This record from the Open Molecules 2025 dataset describes a structure of composition C60H63I2N7O5PRb. The level of theory is the ωB97M-V functional and the def2-TZVPD basis.

Atoms and positions in Å:
1 O -3.177 1.981 -2.600
2 C -4.376 -4.959 1.254
3 C 5.217 -2.439 1.850
4 C -2.123 1.495 2.900
5 H -3.393 -0.212 3.254
6 C 0.407 -3.638 -1.195
7 H 0.009 5.071 -6.008
8 H -0.094 -4.062 -2.062
9 H -4.869 2.305 1.061
10 H 3.192 5.618 2.746
11 C 2.954 -1.982 0.815
12 C -1.493 -2.131 -3.924
13 H -0.715 -0.754 3.244
14 H 7.186 0.683 -0.811
15 C 0.186 1.638 2.245
16 H 0.062 -2.621 -1.025
17 C -0.256 4.943 -4.962
18 C -4.931 6.146 -0.407
19 C -4.053 1.704 0.616
20 H -1.418 3.216 -5.385
21 C -3.631 -3.955 -0.943
22 H 0.411 1.848 -1.828
23 C -3.549 -4.084 0.551
24 H -1.296 7.265 0.207
25 H 5.895 1.729 -0.162
26 C -2.316 6.937 0.051
27 H -3.120 8.902 0.337
28 C -3.898 5.220 -0.466
29 C 7.852 -1.942 2.680
30 O -1.310 -1.016 -3.360
31 C -4.955 -0.407 1.278
32 N -2.631 -3.336 1.160
33 C -4.236 -5.059 2.626
34 H 3.596 -3.682 1.763
35 C 1.497 -3.306 3.060
36 H -4.232 1.343 3.254
37 C 2.376 2.040 -2.556
38 C 0.133 4.888 0.456
39 C 6.173 -3.464 1.871
40 C 1.422 1.451 -1.733
41 N -3.817 0.484 1.362
42 C 0.493 -4.370 1.157
43 H 0.894 1.294 1.488
44 C 2.339 5.417 2.108
45 H -4.701 -2.775 -3.046
46 I -2.149 -6.563 -6.030
47 H -1.038 5.596 2.114
48 C 6.923 -0.911 2.628
49 H -3.731 -4.742 -4.078
50 H 6.403 1.889 -1.855
51 H -3.126 -4.330 4.330
52 H 4.887 -0.358 2.223
53 H -4.749 -1.332 1.819
54 H 8.869 -1.754 3.001
55 H 5.823 -5.908 -0.164
56 C -0.038 5.412 1.740
57 C 5.483 -4.916 0.128
58 C 0.254 5.862 -4.001
59 H 7.206 0.094 2.916
60 C -0.568 -2.701 -4.859
61 H 2.035 -2.458 3.468
62 H 0.015 -4.324 -6.126
63 H -5.117 -5.543 0.723
64 C 1.431 4.618 0.022
65 C 2.522 4.879 0.841
66 C -2.831 -4.171 -4.281
67 H 0.906 6.674 -4.293
68 C 0.364 -5.390 3.361
69 H -1.732 -2.823 2.931
70 I 1.162 -1.589 -5.223
71 C -0.075 5.646 -2.676
72 N 3.912 -2.760 1.505
73 C -2.574 5.597 -0.237
74 H -5.873 0.047 1.700
75 H -5.463 8.199 -0.059
76 O 0.065 -4.523 -0.117
77 H -0.086 -0.797 1.575
78 C -1.871 -4.679 -5.148
79 C -3.725 -2.355 -2.780
80 H -3.150 2.313 0.586
81 C -1.466 3.689 -3.241
82 H 5.975 -4.164 -0.492
83 C -0.925 -0.469 2.194
84 C -4.660 7.473 -0.108
85 N 1.709 -2.280 0.844
86 O 5.319 0.169 -1.397
87 H -5.949 5.827 -0.598
88 H -3.767 -1.279 -2.955
89 C 1.067 -4.320 3.900
90 H 1.277 -4.270 4.961
91 C -2.189 2.611 -2.880
92 C -2.502 -3.440 2.478
93 H -2.248 2.559 2.672
94 C 1.268 -3.311 1.674
95 C -3.347 7.865 0.119
96 H 0.893 6.089 3.548
97 C -2.664 -2.937 -3.681
98 H -2.824 -4.569 -1.375
99 P -1.296 4.285 -0.529
100 H 4.526 -1.050 0.031
101 H 0.064 2.718 2.150
102 H 1.483 -3.616 -1.361
103 N -1.089 0.967 2.044
104 C 0.078 -5.397 2.007
105 C 3.998 0.624 -1.549
106 O 5.835 -4.746 1.505
107 C -3.450 0.751 2.738
108 N -3.551 -2.561 -1.333
109 H -4.115 4.188 -0.722
110 H -0.500 -6.198 1.562
111 C 5.618 -1.156 2.232
112 H 0.596 1.424 3.252
113 H -2.639 -2.233 -1.033
114 C 3.697 1.622 -2.459
115 H 4.406 -4.847 -0.027
116 C 2.998 0.032 -0.763
117 C -0.869 4.589 -2.239
118 H -4.321 1.466 -0.415
119 H -1.838 1.425 3.970
120 H 8.162 -4.049 2.311
121 H 0.014 -6.199 3.991
122 H -4.576 -4.371 -1.303
123 C -0.734 -3.939 -5.447
124 C -3.278 -4.285 3.259
125 H -1.823 -0.988 1.855
126 N 3.523 -0.977 0.119
127 H 3.518 4.643 0.484
128 Rb -1.297 0.380 -1.176
129 C 6.242 1.178 -1.042
130 C 1.052 5.684 2.555
131 C 1.660 0.423 -0.805
132 H 0.324 6.323 -1.925
133 C -1.063 3.905 -4.630
134 C 7.466 -3.220 2.301
135 H -5.140 -0.666 0.235
136 H -4.871 -5.728 3.195
137 H 1.586 4.176 -0.954
138 H 4.472 2.047 -3.084
139 H 2.094 2.811 -3.268

E_LUMO: 3.3679 eV
orbital gap: 3.8 eV
electronic energy: -4044.40494 Ha
energy relative to the best compared isomer or geometry (same formula, charge and spin): 27.8 kJ/mol
E_HOMO: -0.5 eV
net charge: -2


2.
This record from the Open Molecules 2025 dataset describes the ion C4H7O2 with charge -1. The level of theory is the ωB97M-V functional and the def2-TZVPD basis.

Atoms and positions in Å:
1 C 0.051 -1.007 1.292
2 C -1.011 0.312 -0.651
3 H -0.529 0.925 -2.737
4 C 0.048 0.449 -1.929
5 H 0.154 -1.855 0.602
6 H -1.570 1.277 -0.603
7 C -0.130 0.223 0.578
8 H 0.885 0.586 -0.082
9 H 0.341 -0.604 -2.146
10 O 0.004 -1.162 2.512
11 O 1.134 1.120 -1.469
12 H -0.234 1.076 1.262
13 H -1.695 -0.525 -0.736

E_LUMO: 4.2896 eV
SMILES: O=CCCC[O-]
orbital gap: 7.7 eV
electronic energy: -307.05619 Ha
energy relative to the best compared isomer or geometry (same formula, charge and spin): 255.9 kJ/mol
E_HOMO: -3.4 eV
net charge: -1


3.
This record from the Open Molecules 2025 dataset describes an isolated molecule of C3H2N2S2. The level of theory is the ωB97M-V functional and the def2-TZVPD basis.

Atoms and positions in Å:
1 H 2.419 -1.144 0.044
2 S 0.106 -1.966 -0.011
3 C -0.295 0.652 -0.019
4 S -2.670 -0.834 -0.005
5 N -0.879 1.769 -0.006
6 C 1.419 -0.773 -0.003
7 C -1.055 -0.659 0.000
8 N 1.112 0.447 -0.013
9 H -0.157 2.509 0.013

E_LUMO: -1.5223 eV
SMILES: [H]/N=C1\N=CSC1=S
orbital gap: 7.6 eV
electronic energy: -1021.37235 Ha
energy relative to the best compared isomer or geometry (same formula, charge and spin): 19.4 kJ/mol
E_HOMO: -9.1 eV


4.
This record from the Open Molecules 2025 dataset describes a structure of composition C29H20F15GeN4O5STa. The level of theory is the ωB97M-V functional and the def2-TZVPD basis.

Atoms and positions in Å:
1 H 3.849 -2.033 -0.720
2 C 0.026 2.655 -3.297
3 C 1.313 3.353 2.188
4 H -0.824 -4.920 2.476
5 C 0.102 3.015 -4.621
6 H -2.647 -4.072 -3.463
7 C -0.680 -2.691 -0.218
8 F -5.351 0.847 0.993
9 C 0.677 5.246 -3.925
10 Ge 0.206 2.775 -0.490
11 F -0.774 5.516 0.229
12 C 1.475 -1.443 -2.351
13 H -3.103 -4.865 -1.200
14 H 4.191 -0.400 -0.679
15 C -0.638 -5.174 -0.189
16 H 0.523 -1.466 -2.897
17 C -2.288 -3.932 1.191
18 O 2.590 -3.741 0.441
19 C -3.039 0.542 1.121
20 C 1.118 5.455 3.293
21 C 0.576 3.823 1.110
22 N 3.665 -1.152 -0.243
23 O 3.476 -1.392 3.209
24 C -3.971 2.309 -0.210
25 C 3.087 -1.180 2.000
26 C 0.405 4.334 -4.930
27 Ta 1.042 -0.658 -0.330
28 C -1.568 2.004 -0.136
29 O -1.085 -6.257 -0.415
30 N 0.618 -2.687 0.075
31 N 0.729 -5.022 0.127
32 F 1.393 6.230 4.321
33 C 1.591 4.152 3.274
34 C -2.522 -3.953 -1.318
35 C 0.056 5.108 1.191
36 F 2.293 3.686 4.300
37 H 4.956 -1.603 1.341
38 H -2.910 -3.036 1.219
39 F -2.552 3.730 -1.395
40 F 0.456 4.712 -6.189
41 H 1.278 -5.873 0.168
42 H 3.113 -1.185 5.195
43 F -0.158 7.162 2.317
44 O -1.103 -1.532 -0.540
45 O 1.913 -0.889 1.679
46 N 4.043 -1.251 1.085
47 C -2.694 2.682 -0.592
48 C 0.330 5.937 2.260
49 F -3.181 -0.496 1.937
50 C -1.881 -3.924 -2.704
51 C -1.792 0.964 0.732
52 C -1.432 -4.014 2.451
53 S 2.037 1.426 -0.748
54 F 1.725 2.071 2.209
55 C 2.516 -1.238 4.294
56 C 1.400 -3.843 0.250
57 H -2.085 -4.048 3.322
58 H -0.777 -3.144 2.564
59 C 0.626 4.846 -2.600
60 F -0.705 0.286 1.251
61 C -1.504 -3.916 -0.163
62 H -1.399 -2.964 -2.907
63 H 1.872 -2.458 -2.314
64 H 1.866 -2.107 4.328
65 C 0.259 3.554 -2.262
66 H 2.169 -0.818 -2.912
67 H -2.947 -4.797 1.137
68 F -0.275 1.376 -2.980
69 F 1.009 6.487 -4.233
70 F -0.097 2.127 -5.584
71 F 0.977 5.713 -1.655
72 F -5.022 2.977 -0.640
73 H -1.145 -4.722 -2.827
74 C -4.143 1.226 0.639
75 H 1.942 -0.326 4.159
76 H -3.197 -3.104 -1.200

E_LUMO: -8.2906 eV
orbital gap: 6.2 eV
electronic energy: -5741.92665 Ha
energy relative to the best compared isomer or geometry (same formula, charge and spin): 107.8 kJ/mol
E_HOMO: -14.5 eV
net charge: +2


5.
This record from the Open Molecules 2025 dataset describes a cluster of 15 separate species, H30O15 in total. The level of theory is the ωB97M-V functional and the def2-TZVPD basis.

Atoms and positions in Å:
1 H 28.923 -1.334 -13.516
2 O 27.499 -2.512 -10.437
3 H 27.951 -3.091 -9.810
4 H 30.977 -2.685 -16.506
5 H 29.321 -4.360 -13.436
6 O 28.164 -5.709 -16.382
7 H 25.540 -0.635 -14.362
8 O 29.688 -1.276 -11.734
9 H 26.467 0.723 -10.893
10 H 31.188 0.292 -12.826
11 O 27.308 -2.815 -16.515
12 O 31.583 -2.611 -13.395
13 H 26.132 -1.572 -13.283
14 H 28.996 0.606 -16.867
15 H 30.305 -4.275 -14.512
16 O 27.195 0.569 -11.435
17 H 26.892 -4.119 -13.331
18 O 29.379 -4.324 -14.392
19 H 28.188 -2.570 -16.941
20 H 30.297 -1.742 -12.313
21 O 27.068 1.744 -14.403
22 H 28.556 -5.104 -15.736
23 O 25.948 -0.627 -13.468
24 H 31.634 -2.884 -14.281
25 H 26.719 0.151 -12.155
26 H 26.900 0.771 -14.356
27 H 27.293 -3.140 -12.284
28 H 28.437 -0.317 -15.778
29 H 28.255 -2.017 -10.827
30 O 26.829 -3.171 -13.081
31 O 29.692 1.619 -12.095
32 H 32.111 -3.207 -12.914
33 H 32.192 -0.659 -13.371
34 H 30.215 -0.718 -11.159
35 H 28.907 1.075 -11.896
36 O 28.713 -1.572 -14.395
37 H 28.834 -6.426 -16.539
38 H 27.675 1.693 -15.160
39 O 32.144 0.147 -12.816
40 H 31.685 -4.016 -16.315
41 H 27.436 -2.691 -15.610
42 H 29.002 -2.445 -14.449
43 O 28.218 0.241 -16.518
44 H 29.662 1.709 -13.066
45 O 31.779 -3.079 -16.101

E_LUMO: -0.9731 eV
orbital gap: 9.4 eV
electronic energy: -1146.56864 Ha
energy relative to the best compared isomer or geometry (same formula, charge and spin): 187.5 kJ/mol
E_HOMO: -10.4 eV


6.
This record from the Open Molecules 2025 dataset describes a cluster of 2 separate species, C4H10N2O2 in total. The level of theory is the ωB97M-V functional and the def2-TZVPD basis.

Atoms and positions in Å:
1 H -3.207 -1.342 -0.179
2 N 1.453 -0.932 -0.605
3 H 1.188 0.813 2.224
4 C -2.150 -1.116 -0.330
5 N 1.434 1.388 -0.327
6 O -1.974 0.868 1.045
7 H 1.656 -0.701 -1.569
8 H -1.528 -1.722 0.333
9 H 1.999 -1.708 -0.244
10 H -1.137 1.828 -0.784
11 H 1.204 -1.017 1.986
12 O -1.562 1.023 -1.150
13 C 1.396 0.141 0.225
14 H 2.068 1.425 -1.119
15 H 1.658 2.109 0.355
16 C 1.280 -0.028 1.547
17 H -1.877 -1.357 -1.362
18 C -1.902 0.330 -0.047

E_LUMO: 0.6993 eV
SMILES: C=C(N)N.CC(=O)O
orbital gap: 8.4 eV
electronic energy: -418.40400 Ha
energy relative to the best compared isomer or geometry (same formula, charge and spin): 149.6 kJ/mol
E_HOMO: -7.7 eV


7.
This record from the Open Molecules 2025 dataset describes a structure of composition C24F20GeS5SbTc. The level of theory is the ωB97M-V functional and the def2-TZVPD basis.

Atoms and positions in Å:
1 Sb -3.712 -1.124 5.256
2 F -0.262 -0.928 -6.257
3 C -0.992 5.845 -0.054
4 Tc -1.693 -1.402 1.808
5 S -5.767 -1.595 5.699
6 C -0.287 1.458 -3.576
7 F -2.761 5.284 1.388
8 C 0.105 -1.258 -3.973
9 C 2.793 0.163 -0.152
10 C -1.848 -4.319 0.973
11 F -2.236 2.666 1.113
12 C 0.064 5.450 -0.868
13 F 0.538 -6.736 -0.179
14 F 2.860 -0.145 -1.443
15 C 1.677 1.131 1.707
16 C -0.374 0.939 -4.855
17 C 0.346 -3.365 0.996
18 C -1.485 3.555 0.444
19 C 3.861 -0.184 0.657
20 S -3.622 -1.546 2.651
21 Ge 0.174 1.349 -0.711
22 C 0.316 4.100 -0.999
23 F 0.613 1.756 2.243
24 F 1.331 3.680 -1.774
25 F 0.276 -2.555 -4.163
26 F -0.641 1.721 -5.882
27 C 0.043 -5.614 0.274
28 C -1.767 4.898 0.605
29 C -0.445 3.132 -0.365
30 F 4.823 -0.200 2.790
31 F 2.675 1.080 3.837
32 F -0.481 2.763 -3.408
33 S -1.657 -0.140 0.116
34 F -1.257 7.122 0.099
35 F -2.113 -6.538 0.267
36 F 2.185 -4.640 0.291
37 F -3.161 -4.243 1.166
38 C -0.177 -0.422 -5.050
39 F 0.433 -1.525 -1.672
40 S -1.715 -0.478 5.855
41 C 0.011 0.651 -2.481
42 C 1.676 0.818 0.352
43 C -1.327 -5.508 0.503
44 F 4.908 -0.811 0.159
45 C 2.722 0.796 2.542
46 C 3.823 0.134 2.008
47 F 0.801 6.348 -1.490
48 F 1.162 -2.328 1.227
49 C 0.890 -4.535 0.519
50 C -1.024 -3.222 1.235
51 C 0.191 -0.709 -2.714
52 S -0.494 -0.768 3.287

E_LUMO: -9.7238 eV
orbital gap: 5.0 eV
electronic energy: -7300.03001 Ha
energy relative to the best compared isomer or geometry (same formula, charge and spin): 104.5 kJ/mol
E_HOMO: -14.7 eV
net charge: +2


8.
This record from the Open Molecules 2025 dataset describes a cluster of 2 separate species, C9H6NO4 in total. The level of theory is the ωB97M-V functional and the def2-TZVPD basis.

Atoms and positions in Å:
1 O -2.426 1.241 0.916
2 H -2.106 -3.022 -0.967
3 N 1.852 0.798 1.215
4 H 1.290 2.297 -1.664
5 C 1.290 1.546 -0.747
6 O -1.163 -3.017 0.999
7 C -0.846 -1.482 -0.744
8 C 2.100 1.779 0.307
9 H -0.654 -0.182 -2.281
10 H 2.875 2.615 0.501
11 C -2.376 1.915 0.005
12 C 0.971 -0.157 0.703
13 O -1.796 -2.255 -1.426
14 O -2.505 2.606 -0.903
15 H 2.384 0.661 2.020
16 C 0.487 -1.372 1.267
17 C -0.312 -0.403 -1.345
18 C 0.562 0.391 -0.598
19 H 0.883 -1.907 2.230
20 C -0.510 -2.051 0.513

E_LUMO: 3.2722 eV
orbital gap: 5.7 eV
electronic energy: -702.33359 Ha
energy relative to the best compared isomer or geometry (same formula, charge and spin): 110.0 kJ/mol
E_HOMO: -2.4 eV
net charge: -1